# 1
Formula: C40H80O20
Source: the OMol25 dataset
Level of theory: ωB97M-V with the def2-TZVPD basis set

Positions of all 140 atoms, in Å:
C -1.3813 -2.1899 0.0034
C -0.0208 -1.8636 0.6482
O -0.0528 -0.4730 0.6867
C 0.4042 0.1804 -0.3865
C -0.0463 1.6039 -0.5367
O 1.2509 -0.2992 -1.2096
H -1.5665 -3.2631 -0.0421
H -1.4273 -1.8288 -1.0240
H -2.2642 -1.8381 0.5372
H 0.0968 -2.2582 1.6574
H 0.8139 -2.2666 0.0746
H 0.8489 2.1995 -0.7153
H -0.4100 1.9592 0.4274
H -0.6579 1.7181 -1.4317
C 2.1740 1.7894 -3.3522
C 0.7199 1.3269 -3.2701
O 0.2872 0.8094 -4.5321
C -0.9390 0.5433 -4.7028
C -1.0554 -0.6934 -5.7199
O -1.8674 0.9468 -4.0913
H 2.8810 0.9833 -3.1563
H 2.2930 2.4816 -2.5186
H 2.4803 2.1931 -4.3172
H 0.6278 0.6277 -2.4390
H 0.1279 2.1893 -2.9639
H -0.8480 -1.5373 -5.0619
H -0.3324 -0.4057 -6.4832
H -2.0607 -0.7059 -6.1411
C -1.1954 -3.3576 3.8463
C -2.4086 -2.3332 3.7555
O -1.7649 -1.0685 3.4768
C -2.3609 -0.1092 2.6705
C -1.7540 1.2871 2.5699
O -3.5001 -0.2693 2.1509
H -0.2654 -2.8645 4.1291
H -0.9294 -3.7785 2.8766
H -1.4388 -4.1005 4.6059
H -2.9893 -2.5386 2.8562
H -3.1939 -2.1593 4.4912
H -2.5444 2.0238 2.4261
H -1.1512 1.2252 1.6638
H -1.2368 1.5639 3.4886
C -2.5085 -4.1039 -2.7112
C -1.3674 -3.6941 -3.6232
O -0.1096 -3.8649 -2.9112
C 0.4435 -2.8625 -2.2911
C 1.8789 -3.1477 -1.9764
O 0.0104 -1.7078 -2.2743
H -2.5233 -3.4943 -1.8077
H -2.4987 -5.1360 -2.3610
H -3.5062 -4.0071 -3.1393
H -1.3275 -4.5162 -4.3379
H -1.4281 -2.7642 -4.1887
H 2.3197 -3.5084 -2.9057
H 2.0030 -3.9561 -1.2558
H 2.2345 -2.1759 -1.6338
C 0.5916 4.1298 -0.7286
C 1.1420 5.3153 0.0015
O 0.4062 5.4768 1.2412
C 0.9491 5.8842 2.2330
C 0.0358 6.2127 3.3705
O 2.1855 6.1520 2.4247
H -0.4927 4.1145 -0.6175
H 0.7750 3.1653 -0.2550
H 0.7554 4.2182 -1.8026
H 2.2078 5.1069 0.0951
H 1.0386 6.2327 -0.5781
H 0.4016 7.1022 3.8835
H -0.0592 5.4274 4.1204
H -0.9170 6.4502 2.8975
C 4.4170 -5.4207 1.7740
C 3.9962 -4.6432 0.5023
O 2.7027 -4.1380 0.5997
C 1.6187 -4.9276 0.3996
C 0.2909 -4.3899 0.8163
O 1.7067 -6.1070 0.0752
H 5.4308 -5.8200 1.7457
H 3.8180 -6.3305 1.8126
H 4.2124 -4.8399 2.6734
H 4.6584 -3.7970 0.3191
H 3.9997 -5.0711 -0.5002
H -0.4971 -4.6101 0.0961
H 0.2339 -3.3031 0.8772
H 0.1483 -4.7609 1.8313
C 2.2865 4.2240 4.8042
C 2.9399 3.6187 3.5574
O 2.4699 2.3075 3.2621
C 1.3893 2.1200 2.5147
C 0.9252 0.6653 2.5296
O 0.8859 3.0258 1.8481
H 2.4480 3.6253 5.7007
H 1.1976 4.2557 4.8417
H 2.5127 5.2899 4.8328
H 2.7329 4.2279 2.6775
H 4.0280 3.6484 3.6136
H 1.0146 0.3185 1.5001
H -0.1337 0.5577 2.7647
H 1.5235 0.0810 3.2286
C -2.7825 2.3660 -1.8290
C -3.4539 1.7262 -0.6217
O -2.6422 2.0221 0.5287
C -2.7118 3.2032 1.1984
C -1.5534 3.4425 2.1010
O -3.5177 4.0539 1.0571
H -2.9618 3.4389 -1.8978
H -3.3423 2.1499 -2.7390
H -1.7530 2.0334 -1.9615
H -4.4983 1.9923 -0.4589
H -3.5252 0.6802 -0.9197
H -2.1040 3.2397 3.0196
H -1.1860 4.4679 2.1430
H -0.6458 2.8635 1.9299
C 5.1373 -2.5910 2.9489
C 4.8237 -1.1349 2.5981
O 4.5774 -0.8589 1.2010
C 3.3791 -1.2433 0.5357
C 3.4302 -1.2211 -0.9403
O 2.4564 -1.8029 1.0861
H 5.1909 -2.8182 4.0136
H 6.1431 -2.7899 2.5791
H 4.4111 -3.2738 2.5080
H 4.0361 -0.6268 3.1546
H 5.6266 -0.4322 2.8209
H 3.9616 -2.0781 -1.3541
H 3.9090 -0.2844 -1.2259
H 2.5017 -1.1557 -1.5075
C -2.5883 -0.9859 -2.4022
C -3.3930 -0.4228 -3.6694
O -4.2973 0.5396 -3.1871
C -5.6609 0.4933 -3.6021
C -6.3240 1.8366 -3.1579
O -6.1994 -0.2487 -4.4385
H -2.0213 -1.8722 -2.6871
H -3.2865 -1.1303 -1.5778
H -1.9232 -0.1810 -2.0893
H -2.8865 0.1589 -4.4395
H -3.9616 -1.2539 -4.0867
H -7.3924 1.8631 -3.3718
H -5.8078 2.6422 -3.6801
H -6.1033 1.8863 -2.0916

Its frontier orbital gap is 9.1 eV. As for the multiplicity: 1. Its HOMO energy is -8.6 eV. The charge is 0. The energy above the lowest of the compared OMol25 structures with the same formula, charge and spin comes out at 533.78 kcal/mol. The SMILES is CCOC(C)=O.CCOC(C)=O.CCOC(C)=O.CCOC(C)=O.CCOC(C)=O.CCOC(C)=O.CCOC(C)=O.CCOC(C)=O.CCOC(C)=O.CCOC(C)=O.

Mulliken population analysis, charges in e, atoms 1 to 4:
1. C -1.326
2. C 0.500
3. O 0.583
4. C 0.510

***

# 2
Formula: C40H82Br10N2O20
Source: the OMol25 dataset
Level of theory: ωB97M-V with the def2-TZVPD basis set

Positions of all 154 atoms, in Å:
C 4.4259 -2.7611 6.2496
C 4.8119 -2.6183 7.7622
O 6.0406 -1.8590 7.9576
C 7.2259 -2.4271 7.6198
O 7.3427 -3.6341 7.4115
O 8.1483 -1.4984 7.4737
C 9.4881 -1.7383 7.1426
H 5.0127 -2.1296 5.5825
H 3.3415 -2.8440 6.1762
H 4.6612 -3.7524 5.8624
H 4.7677 -3.5808 8.2720
H 3.9543 -2.0567 8.1326
H 9.9741 -2.6940 7.3393
H 10.0730 -1.1096 7.8139
H 9.8060 -1.4228 6.1488
C 5.4943 -2.0669 -5.8202
C 5.7602 -3.2932 -6.5675
O 5.2393 -4.4486 -5.9088
C 6.0145 -5.2523 -5.1108
O 5.5600 -6.2728 -4.6035
O 7.2063 -4.6775 -4.9090
C 8.2185 -5.4061 -4.2125
H 5.9178 -1.1456 -6.2203
H 5.8795 -2.1406 -4.8032
H 4.4227 -2.1142 -5.6267
H 6.7969 -3.4974 -6.8353
H 5.2231 -3.2708 -7.5157
H 9.2299 -5.2033 -4.5648
H 8.0198 -6.4480 -3.9617
H 8.1126 -4.9540 -3.2264
C 8.9485 3.4441 -2.1054
C 9.8872 4.0203 -0.9884
O 9.0732 4.0867 0.1826
C 8.9739 3.1255 1.1056
O 9.4297 1.9934 0.8645
O 8.0487 3.5837 2.0241
C 7.3724 2.6534 2.9129
H 8.3494 2.6164 -1.7258
H 9.7017 3.1905 -2.8514
H 8.1769 4.1460 -2.4219
H 10.1369 5.0799 -1.0418
H 10.8203 3.4752 -0.8465
H 6.3693 3.0632 3.0310
H 7.8761 2.3485 3.8301
H 7.0796 1.7051 2.4622
C -2.8244 -0.1160 1.2998
C -1.4773 -0.0061 1.8805
O -0.5164 0.1181 0.8504
C 0.7931 0.4524 1.1552
O 1.2050 0.8045 2.2646
O 1.4911 0.4584 -0.0294
C 2.8557 0.9445 0.0246
H -3.5874 0.1808 2.0195
H -3.0876 -1.1624 1.1454
H -2.7822 0.4424 0.3647
H -1.2025 -0.8116 2.5615
H -1.5847 0.9064 2.4668
H 2.9779 1.9059 -0.4742
H 3.3365 0.3103 -0.7203
H 3.3923 0.7926 0.9611
C -9.1489 5.0508 -8.5458
C -8.1984 6.1245 -8.0405
O -8.7511 6.8036 -6.9329
C -8.5666 6.4344 -5.5776
O -9.0825 7.0589 -4.6405
O -7.7578 5.3663 -5.4940
C -7.4082 4.8769 -4.1692
H -8.8276 4.6645 -9.5131
H -10.1752 5.4179 -8.5564
H -9.1109 4.2357 -7.8232
H -8.1257 6.8477 -8.8528
H -7.1950 5.7540 -7.8310
H -7.2867 5.6825 -3.4451
H -6.5651 4.1871 -4.1309
H -8.2348 4.3482 -3.6945
C -10.7366 0.8645 2.5114
C -11.1188 -0.4360 1.8887
O -11.0212 -0.2330 0.4827
C -11.8916 0.4755 -0.1637
O -12.8395 1.1337 0.2798
O -11.3380 0.7239 -1.3982
C -11.8059 1.8414 -2.1861
H -10.5354 0.6693 3.5647
H -11.6048 1.5217 2.5601
H -9.8829 1.2687 1.9675
H -12.1004 -0.8115 2.1776
H -10.4410 -1.1978 2.2741
H -11.7365 2.7709 -1.6210
H -12.8312 1.6200 -2.4825
H -11.4623 1.9027 -3.2187
C -1.2877 4.4696 -7.2427
O -2.0304 3.7948 -7.9505
N -0.1148 4.0590 -6.8276
C 0.7118 4.7935 -5.7570
C 0.5640 2.8286 -7.3625
H -1.4718 5.4299 -6.7365
H 0.6593 5.8612 -5.5445
H 1.7406 4.7890 -6.1169
H 0.8335 4.1507 -4.8851
H 0.6220 2.0456 -6.6064
H -0.0213 2.2200 -8.0518
H 1.5551 2.8834 -7.8128
C 6.8435 -4.7986 1.7099
O 5.9064 -4.0776 1.4633
N 6.6979 -6.1024 1.8763
C 7.7732 -6.8956 2.3652
C 5.6337 -6.8927 1.3285
H 7.8237 -4.5120 2.1213
H 7.4447 -7.7997 2.8779
H 8.4335 -6.3575 3.0453
H 8.3843 -7.1097 1.4884
H 5.2452 -7.5868 2.0738
H 4.8477 -6.3100 0.8481
H 5.9874 -7.5530 0.5367
Br -6.7485 -1.2934 -6.5478
C -6.6525 -3.0404 -5.5280
C -7.4929 -2.8827 -4.2213
Br -6.5393 -4.0943 -2.9586
H -5.6034 -3.1776 -5.2659
H -7.0544 -3.9123 -6.0442
H -8.5461 -3.1200 -4.3711
H -7.5358 -1.8375 -3.9148
Br 1.2795 3.5464 9.3520
C -0.6505 3.5286 9.1734
C -1.1114 2.4443 8.3077
Br -3.0342 2.5511 7.8483
H -0.9198 4.5233 8.8181
H -1.1128 3.3575 10.1456
H -0.8500 1.5561 8.8828
H -0.5623 2.3657 7.3693
Br -1.9711 4.9572 0.4765
C -2.0827 6.0914 2.1946
C -0.6674 6.5780 2.5019
Br -0.5567 7.6583 4.2201
H -2.5185 5.5299 3.0210
H -2.6656 6.9544 1.8730
H -0.1490 7.1473 1.7304
H -0.0403 5.6878 2.5499
Br -0.4617 -3.8962 -3.5275
C -0.3130 -4.2594 -1.6055
C -0.1467 -5.7419 -1.3421
Br -0.2133 -5.9131 0.6242
H -1.2999 -4.0042 -1.2196
H 0.4813 -3.6526 -1.1707
H 0.7913 -6.1061 -1.7611
H -0.8868 -6.3927 -1.8078
Br -2.6961 -4.0948 9.4442
C -4.0658 -3.8250 8.0354
C -5.0275 -4.9363 8.0835
Br -6.4964 -4.8637 6.7055
H -3.6933 -3.6557 7.0251
H -4.5042 -2.8559 8.2733
H -5.4471 -4.6990 9.0611
H -4.6376 -5.9542 8.0797

Its frontier orbital gap is 9.2 eV. As for the multiplicity: 1. Its HOMO energy is -9.3 eV. The charge is 0.

Mulliken population analysis, charges in e, atoms 1 to 4:
1. C -1.088
2. C -0.180
3. O -0.344
4. C 0.762

***

# 3
Formula: C40H83N5O5
Source: the OMol25 dataset
Level of theory: ωB97M-V with the def2-TZVPD basis set

Positions of all 133 atoms, in Å:
C 1.6487 -4.9454 0.5100
C 2.0430 -6.1948 -0.2903
C 1.0070 -7.3122 -0.1540
C -0.3604 -6.9208 -0.6502
O -0.3533 -6.6647 -2.0691
O -0.4558 -5.2542 -2.2797
C -1.7205 -5.0216 -2.7946
O -1.8787 -4.8884 -3.9559
N -2.7156 -4.9115 -1.7945
C -3.6830 -6.0140 -1.8913
C -3.8760 -6.6568 -0.5246
O -4.0107 -5.9371 0.4306
C -3.8836 -8.1406 -0.3718
C -4.2616 -8.6563 0.8735
C -4.2678 -10.0235 1.1196
C -3.8871 -10.9001 0.1033
C -3.5230 -10.3912 -1.1405
C -3.5076 -9.0240 -1.3886
C -3.2943 -3.5679 -1.7208
C -2.7890 -2.7446 -0.5035
C -3.7496 -2.7524 0.6938
O -1.5394 -3.2037 -0.0223
H 1.0143 -4.2835 -0.0680
H 1.1402 -5.2360 1.4269
H 2.5428 -4.3908 0.7811
H 2.1679 -5.9503 -1.3421
H 2.9767 -6.5680 0.1236
H 0.9160 -7.5211 0.9145
H 1.3612 -8.2367 -0.6056
H -0.6909 -6.0186 -0.1432
H -1.0900 -7.7069 -0.4732
H -4.6500 -5.6574 -2.2454
H -3.3498 -6.7313 -2.6336
H -4.5346 -7.9701 1.6601
H -4.5580 -10.3676 2.0992
H -3.8812 -11.9590 0.3105
H -3.2436 -11.0829 -1.9223
H -3.2008 -8.6498 -2.3508
H -4.3786 -3.5880 -1.7118
H -2.9991 -3.0189 -2.6176
H -2.7045 -1.7082 -0.8463
H -3.3153 -3.3934 1.4540
H -3.9427 -1.7597 1.0820
H -4.6735 -3.2469 0.4105
H -0.9588 -3.4398 -0.7529
C -0.6003 -1.9924 3.6645
C -0.6863 -0.6464 4.3663
N -0.0780 0.4160 3.5894
C 0.1399 1.6414 4.3339
C -1.0846 2.3935 4.8688
C -0.5933 0.5715 2.2412
C -2.0983 0.8024 2.0619
H 0.4270 -2.2158 3.3736
H -0.9441 -2.7864 4.3291
H -1.2230 -2.0205 2.7693
H -0.1569 -0.7152 5.3207
H -1.7409 -0.4407 4.6115
H 0.7295 2.3232 3.7135
H 0.7852 1.3978 5.1849
H -1.6418 2.8859 4.0722
H -0.7598 3.1735 5.5612
H -1.7634 1.7360 5.4129
H -0.3237 -0.3230 1.6724
H -0.0449 1.3837 1.7560
H -2.6991 0.0875 2.6264
H -2.3574 0.6798 1.0067
H -2.3967 1.8093 2.3517
C -1.8059 4.1566 0.0299
C -2.4154 4.7531 -1.2290
N -1.7530 4.2893 -2.4315
C -2.0835 5.0639 -3.6157
C -3.5369 5.0496 -4.1036
C -1.7084 2.8477 -2.6112
C -3.0380 2.0828 -2.6147
H -0.7260 4.3131 0.0520
H -2.2342 4.6335 0.9131
H -2.0036 3.0869 0.1104
H -2.3069 5.8398 -1.1811
H -3.4979 4.5491 -1.2343
H -1.4325 4.7489 -4.4365
H -1.8048 6.1044 -3.4182
H -3.8066 4.0976 -4.5584
H -3.6728 5.8185 -4.8669
H -4.2411 5.2616 -3.2985
H -1.0820 2.4256 -1.8195
H -1.1680 2.6262 -3.5353
H -3.6727 2.3593 -1.7713
H -2.8402 1.0113 -2.5346
H -3.6018 2.2360 -3.5333
C 4.0711 2.6648 2.3852
C 4.9274 3.3575 3.4361
N 4.8071 4.8028 3.4022
C 5.8367 5.4917 4.1586
C 5.8868 5.2756 5.6758
C 3.4579 5.3194 3.5401
C 2.6535 4.9102 4.7797
H 4.2644 3.0787 1.3946
H 4.3049 1.5999 2.3605
H 3.0048 2.7579 2.5972
H 5.9735 3.1058 3.2425
H 4.6845 2.9367 4.4248
H 5.7565 6.5629 3.9546
H 6.8032 5.1911 3.7410
H 5.0671 5.7781 6.1878
H 6.8152 5.6912 6.0732
H 5.8640 4.2177 5.9394
H 2.8899 5.0136 2.6566
H 3.4972 6.4096 3.4786
H 2.6877 3.8333 4.9526
H 1.6050 5.1820 4.6363
H 2.9932 5.4152 5.6828
C 5.0701 2.9428 -5.1266
C 4.2303 4.0340 -4.4783
N 2.8360 3.9827 -4.8717
C 2.0906 5.1813 -4.5317
C 1.9303 5.5263 -3.0472
C 2.1572 2.7242 -4.6200
C 2.1461 2.1913 -3.1825
H 4.9389 2.9456 -6.2094
H 6.1260 3.1125 -4.9118
H 4.8162 1.9510 -4.7501
H 4.6295 5.0020 -4.7925
H 4.3632 3.9831 -3.3860
H 1.1000 5.1168 -4.9910
H 2.5806 6.0256 -5.0285
H 1.2330 4.8535 -2.5489
H 1.5243 6.5355 -2.9470
H 2.8818 5.5056 -2.5141
H 2.6099 1.9619 -5.2608
H 1.1281 2.8103 -4.9790
H 3.1389 2.2032 -2.7303
H 1.8021 1.1543 -3.1791
H 1.4693 2.7560 -2.5423

Its frontier orbital gap is 7.8 eV. As for the multiplicity: 1. Its HOMO energy is -7.9 eV. The charge is 0. The SMILES is CCCCOOC(=O)N(CC(=O)c1ccccc1)C[C@@H](C)O.CCN(CC)CC.CCN(CC)CC.CCN(CC)CC.CCN(CC)CC.

Mulliken population analysis, charges in e, atoms 1 to 4:
1. C -0.852
2. C -0.574
3. C -0.985
4. C 0.570

***

- The lowest frontier orbital gap belongs to which entry?
  C40H83N5O5